[1]
# C26H27NO6

A single C26H27NO6 molecule (the ωB97M-V functional and the def2-TZVPD basis, the Open Molecules 2025 dataset).

```
! RIJCOSX wB97M-V def2-TZVPD def2/J DEFGRID3
* xyz 0 1
H -1.27860 1.63385 -6.02396
H 2.67331 0.40843 6.53690
C 0.75721 3.96635 -2.37705
O 2.80803 -0.55340 1.58041
H -4.38346 -0.63492 -4.24553
H 1.32463 -1.53645 7.43657
C -2.31119 0.54809 -4.50789
H 1.20457 4.67361 -1.69505
C -0.61018 -0.71720 0.40594
C -0.50575 4.20184 -2.89486
H 2.20394 -2.59462 6.33020
C -1.07702 3.29772 -3.77132
N -2.05192 -0.06042 -3.21022
H 4.57288 -0.03950 5.04954
H -3.15182 -0.28175 -0.21803
C 0.78223 -0.60759 0.40638
C 1.84407 -1.57432 6.47753
H -0.33209 0.33916 -5.30262
H -1.09166 -0.15207 -2.91033
C -3.02331 -0.31838 -2.33446
C 1.51435 -0.40643 -0.88331
C -1.02775 1.14955 -5.07787
H 0.14417 -2.01421 5.23350
H 1.28069 -1.21588 -1.57350
H -1.04482 5.09608 -2.61894
C -2.58023 -0.83985 -0.97151
H -2.38468 -2.86979 -1.67560
H -1.16736 -1.10458 3.70809
C 3.58030 -0.57774 2.70473
C 1.46091 -0.68068 1.62331
H 1.20126 0.53052 -1.34157
C -0.39862 2.14067 -4.13758
H -3.07677 1.32475 -4.36425
O -4.21490 -0.20377 -2.60145
H -2.67325 -2.74508 0.06283
H 0.31924 -0.30493 5.63065
C 0.86855 1.91603 -3.61657
H 2.43681 2.64069 -2.35510
H -3.99971 -2.45459 -1.07873
C -1.29780 -0.89395 1.60593
C 2.90841 -0.79034 3.98071
C 3.81194 -0.81227 5.17668
C 1.56582 -0.95884 4.05010
C -2.90854 -0.49590 -5.48885
O -2.34436 -0.82906 -6.49149
H -2.37302 -0.96732 1.62574
C 0.78309 -0.87745 2.83857
C 3.03193 -0.62079 6.47003
C -2.93435 -2.33024 -0.90732
H 4.34114 -1.77021 5.19484
H -2.05602 3.49778 -4.18258
C 1.44663 2.82480 -2.74522
O -1.19144 -0.61715 -0.82666
H 3.67989 -0.80974 7.32663
C -0.60971 -0.97284 2.79546
H 2.58474 -0.38125 -0.70890
H 1.41595 1.02983 -3.90666
C 0.87225 -1.20989 5.35856
O -4.08996 -0.96727 -5.13533
O 4.77136 -0.42708 2.57048
*
```

Results
- frontier orbital gap (hartree) = 0.318
- highest occupied orbital energy (eV) = -8.5

Table of Mulliken atomic charges, one value per atom, all in e: 0.497, 0.322, -0.496, -0.608, 0.441, 0.377, -0.260, 0.420, 1.107, -0.739, 0.371, -0.406, -0.004, 0.368, 0.337, 0.285, -1.023, 0.385, 0.239, 0.176, -1.200, -1.114, 0.480, 0.305, 0.410, 0.747, 0.362, 0.402, -0.311, 0.659, -0.055, 0.304, 0.373, -0.827, 0.463, 0.416, -0.141, 0.404, 0.409, -1.105, 0.882, -0.863, 1.118, 0.555, -0.582, 0.359, 0.708, -0.820, -1.491, 0.340, 0.398, -0.412, -0.375, 0.360, -1.460, 0.386, 0.366, -1.021, -0.539, -0.679



[2]
# C4H8N2O

A molecular structure, C4H8N2O (the ωB97M-V functional and the def2-TZVPD basis, the Open Molecules 2025 dataset).

```
! RIJCOSX wB97M-V def2-TZVPD def2/J DEFGRID3
* xyz 0 1
H -1.70353 -0.46642 -0.90183
N -1.26818 -0.54314 0.14023
O 1.57363 1.66675 -0.41145
H -0.21468 -1.85397 -1.41475
H 2.13975 -0.81054 0.25700
C 0.44663 1.27812 -0.15492
C 0.13618 -0.21175 -0.14680
C 1.14442 -0.99533 0.66419
H -1.36540 -1.46404 0.56054
H -0.45185 3.09318 0.04032
H 0.93322 -2.06967 0.61248
N -0.59046 2.09938 0.13367
H -1.50918 1.72942 0.31600
C -0.41670 -0.77034 -1.40779
H 1.14616 -0.68164 1.71313
*
```

Results
- frontier orbital gap (hartree) = 0.358
- highest occupied orbital energy (eV) = -9.0

Table of Mulliken atomic charges, one value per atom, all in e: 0.330, -0.629, -0.611, 0.244, 0.335, -0.033, 1.451, -1.472, 0.318, 0.245, 0.397, -0.329, 0.229, -0.830, 0.355



[3]
# C4H8N3

A gas-phase ion, C4H8N3 (charge +1) in a non-equilibrium geometry (the ωB97M-V functional and the def2-TZVPD basis, the Open Molecules 2025 dataset).

```
! RIJCOSX wB97M-V def2-TZVPD def2/J DEFGRID3
* xyz 1 1
H 1.09949 -0.24933 2.06644
H 0.27054 1.23351 -1.86582
H -1.22423 1.35183 -0.84628
H -0.62307 -0.76934 -2.33537
N 0.91891 2.11475 0.87348
H 0.90145 2.64149 0.06232
C -0.31721 0.77922 -0.97082
N -0.55354 -0.57756 -1.32847
H -0.27198 -2.59170 -0.94199
H -0.71147 0.17319 1.92189
N -0.08803 -1.36542 0.74673
H 0.39992 -2.07665 1.30250
C -0.32762 -1.62022 -0.51568
C 0.36612 1.02763 0.45146
C 0.16073 -0.07139 1.37961
*
```

Results
- frontier orbital gap (hartree) = 0.395
- highest occupied orbital energy (eV) = -14.6

Table of Mulliken atomic charges, one value per atom, all in e: 0.351, 0.388, 0.315, 0.290, -0.569, 0.258, -0.519, -0.148, 0.424, 0.248, -0.193, 0.305, -0.039, 0.165, -0.277



[4]
# C8H10

A single C8H10 molecule in a non-equilibrium geometry (the ωB97M-V functional and the def2-TZVPD basis, the Open Molecules 2025 dataset).

```
! RIJCOSX wB97M-V def2-TZVPD def2/J DEFGRID3
* xyz 0 1
H -2.92060 -0.18854 1.12429
H 1.58608 0.24518 -1.53574
C 0.14882 2.24987 0.08695
H -0.78229 2.77277 0.18903
H -2.71483 -1.13879 -0.63528
C 1.79733 -0.64714 0.57374
C 0.11930 1.05790 -0.49051
H -0.77745 -0.52661 1.24543
C -1.09286 0.13411 -0.54453
H -1.01977 -0.31385 -1.56734
C -2.32276 -0.48938 0.24239
H 1.07186 -2.42519 -0.70674
H 1.05665 2.74076 0.88567
C -0.80932 -0.88860 0.16114
C 1.16523 0.00879 -0.66303
H 2.90716 -0.95847 0.26152
C 0.69107 -1.38462 -0.26682
H 1.89638 -0.24820 1.63983
*
```

Results
- frontier orbital gap (hartree) = 0.368
- highest occupied orbital energy (eV) = -8.9

Table of Mulliken atomic charges, one value per atom, all in e: 0.321, 0.542, -0.683, 0.332, 0.224, -0.683, -0.090, 0.069, -0.046, 0.156, -0.655, 0.264, 0.165, 0.079, -0.254, 0.240, -0.237, 0.256